{"formula": "C26H23F43GaO8S", "method": "ωB97M-V with the def2-TZVPD basis set", "symbols": ["O", "S", "O", "Ga", "O", "C", "F", "F", "F", "H", "H", "H", "C", "C", "C", "F", "F", "F", "F", "O", "C", "C", "F", "F", "F", "F", "H", "H", "H", "H", "C", "C", "C", "F", "F", "F", "F", "O", "C", "C", "F", "F", "F", "F", "H", "H", "H", "H", "C", "C", "C", "F", "F", "F", "F", "O", "C", "C", "F", "F", "F", "F", "H", "H", "H", "H", "C", "C", "C", "F", "F", "F", "F", "O", "C", "C", "F", "F", "F", "F", "H", "H", "H", "H", "C", "C", "C", "F", "F", "F", "F", "O", "C", "C", "F", "F", "F", "F", "H", "H", "H", "H"], "xyz": [[-4.29303, -2.13782, 6.28072], [-4.84466, -1.60191, 5.03885], [-4.94407, -2.54096, 3.92655], [-6.97451, -0.50910, 5.42083], [-7.42314, 0.68400, 4.07454], [-3.47003, -0.42321, 4.44453], [-3.84217, 0.85875, 4.63889], [-3.20928, -0.56519, 3.13422], [-2.31345, -0.61134, 5.09194], [-7.97764, -1.69730, 5.37935], [-6.77258, 0.26184, 6.79670], [-6.67990, 1.23216, 3.82105], [0.77369, 1.12696, 3.51424], [0.14191, 2.30714, 2.76897], [-0.89155, 1.97033, 1.68952], [-0.27687, 1.23588, 0.73441], [-1.33213, 3.11582, 1.12203], [1.09918, 3.10411, 2.24614], [-0.53256, 3.02967, 3.70806], [2.04241, 0.67308, 3.06389], [2.19726, -0.26141, 2.08759], [2.96675, 0.28622, 0.86929], [2.34196, 1.34961, 0.32976], [3.02635, -0.68566, -0.07786], [1.04209, -0.82884, 1.71484], [2.98715, -1.24649, 2.58693], [0.96820, 1.50706, 4.51542], [0.05698, 0.31054, 3.61580], [-1.74215, 1.41957, 2.09768], [3.97789, 0.56902, 1.16451], [-0.15538, 1.17379, -2.36982], [-0.28284, -0.35407, -2.41574], [0.98399, -1.15598, -2.73055], [1.44027, -0.84769, -3.97017], [0.69749, -2.47443, -2.71101], [-1.27917, -0.72352, -3.24292], [-0.60600, -0.72431, -1.14739], [-0.53243, 1.88770, -3.53703], [0.32754, 2.16033, -4.54440], [-0.12661, 1.56152, -5.88615], [-0.25148, 0.22699, -5.79227], [0.81624, 1.83902, -6.81872], [1.59626, 1.81114, -4.26201], [0.33076, 3.51110, -4.72642], [-0.87716, 1.48364, -1.61817], [0.83023, 1.47362, -2.01167], [1.76142, -0.94902, -1.99049], [-1.07881, 2.00162, -6.18634], [4.33797, -1.17281, -5.35739], [4.38346, -2.45410, -6.19725], [4.89258, -3.73628, -5.52772], [6.17553, -3.59487, -5.13501], [4.83542, -4.74476, -6.42537], [5.05973, -2.24073, -7.34415], [3.08512, -2.72664, -6.52150], [5.41253, -0.26311, -5.50523], [6.55168, -0.34019, -4.76876], [7.79461, -0.56127, -5.64748], [7.67000, -1.68909, -6.37106], [8.87502, -0.68400, -4.84466], [6.47605, -1.25968, -3.79152], [6.73654, 0.86487, -4.17160], [3.47525, -0.62941, -5.73904], [4.13311, -1.39766, -4.31079], [4.27108, -3.99138, -4.66573], [7.92975, 0.29100, -6.31551], [2.06419, 6.46024, -4.34761], [2.91179, 7.60922, -4.90301], [4.33235, 7.28958, -5.38487], [5.09358, 6.83677, -4.36975], [4.89274, 8.42493, -5.85949], [2.94872, 8.63597, -4.03242], [2.25560, 8.03590, -6.02636], [2.00511, 6.30619, -2.94415], [2.90470, 5.55872, -2.24841], [3.67428, 6.39841, -1.21527], [4.32024, 7.41352, -1.82091], [4.58825, 5.60786, -0.61192], [3.74423, 4.88288, -3.05162], [2.20908, 4.64027, -1.53285], [1.04393, 6.71525, -4.62953], [2.30526, 5.51917, -4.84377], [4.30753, 6.54534, -6.18480], [2.98165, 6.79456, -0.47099], [-5.83510, -5.26425, 6.85119], [-7.22324, -4.71781, 7.21242], [-7.66949, -4.79525, 8.67537], [-7.74689, -6.08044, 9.09393], [-8.89912, -4.24644, 8.79427], [-8.16897, -5.26804, 6.42150], [-7.14311, -3.39172, 6.94525], [-5.78339, -6.58465, 6.32587], [-5.67991, -7.68664, 7.09668], [-6.87781, -8.63478, 6.91620], [-8.03226, -8.01617, 7.22160], [-6.72854, -9.69235, 7.75131], [-5.47523, -7.40919, 8.39814], [-4.59705, -8.39770, 6.67017], [-5.49714, -4.62847, 6.03379], [-5.13330, -5.12807, 7.67352], [-6.97226, -4.24702, 9.31329], [-6.91218, -8.98958, 5.88491]], "lowdin_charge": [-0.43, 0.59, -0.42, 0.33, -0.36, -0.68, 0.08, 0.09, 0.10, -0.07, -0.08, -0.05, -0.03, -0.44, -0.28, 0.07, 0.10, 0.13, 0.11, 0.06, -0.55, -0.27, 0.10, 0.08, 0.16, 0.14, 0.15, 0.15, 0.17, 0.18, -0.03, -0.44, -0.29, 0.08, 0.11, 0.14, 0.11, 0.06, -0.55, -0.28, 0.11, 0.09, 0.15, 0.12, 0.14, 0.14, 0.15, 0.17, -0.04, -0.44, -0.30, 0.09, 0.10, 0.14, 0.10, 0.06, -0.55, -0.29, 0.10, 0.10, 0.15, 0.14, 0.14, 0.14, 0.17, 0.17, -0.05, -0.44, -0.31, 0.10, 0.10, 0.14, 0.10, 0.06, -0.55, -0.28, 0.10, 0.10, 0.15, 0.14, 0.15, 0.14, 0.17, 0.18, -0.02, -0.44, -0.30, 0.08, 0.10, 0.14, 0.05, 0.06, -0.56, -0.29, 0.10, 0.09, 0.15, 0.12, 0.13, 0.15, 0.17, 0.17], "total_charge": -1, "orbital_gap_ev": 7.64, "e_tot_ev": -223780.971, "lumo_ev": 1.39, "fmax_ha_per_bohr": 0.0245, "e_homo_ev": -6.25}

---

{"formula": "C31H44BrCrN3OP2", "method": "ωB97M-V with the def2-TZVPD basis set", "symbols": ["C", "C", "C", "C", "N", "C", "C", "C", "C", "C", "C", "C", "C", "C", "Cr", "P", "H", "H", "H", "H", "H", "H", "H", "H", "C", "C", "H", "H", "H", "H", "H", "C", "C", "H", "H", "H", "H", "H", "C", "C", "H", "H", "H", "H", "H", "Br", "P", "C", "C", "H", "H", "H", "H", "H", "C", "C", "H", "H", "H", "H", "H", "C", "C", "H", "H", "H", "H", "H", "N", "C", "O", "C", "C", "C", "N", "C", "C", "H", "H", "H", "H", "H", "H"], "xyz": [[-0.42173, 5.93778, -3.53331], [-0.63369, 4.59814, -3.99218], [-0.96418, 4.40287, -5.36896], [-1.22764, 5.52825, -6.16078], [-1.12091, 6.76494, -5.65375], [-0.70349, 7.00017, -4.41082], [-0.56232, 3.43903, -3.13391], [-0.55419, 2.44341, -2.36696], [-1.60801, 2.03445, -1.42019], [-1.12997, 1.78107, -0.02330], [-2.11428, 1.75121, 0.97616], [-3.46738, 1.72820, 0.62028], [-3.89573, 1.99932, -0.71905], [-2.98645, 2.00548, -1.71930], [-0.53058, 0.39634, -1.59863], [2.27697, -1.19893, 0.73006], [-0.98492, 3.40757, -5.81845], [-0.02577, 6.15812, -2.54010], [-1.53037, 5.43320, -7.21581], [-0.58553, 8.05050, -4.09332], [-3.19142, 1.98399, -2.77150], [-0.06844, 2.03478, 0.22276], [-4.96192, 2.08681, -0.92490], [-1.78693, 1.67396, 2.02569], [2.34813, -2.87513, 1.68050], [3.13148, -4.10995, 1.24725], [1.29974, -3.16599, 1.83861], [2.71719, -2.56754, 2.67217], [2.96014, -4.88498, 2.01374], [2.80748, -4.51918, 0.28011], [4.21000, -3.92561, 1.20597], [2.55542, -1.42351, -1.09614], [3.31227, -0.33740, -1.87239], [1.58338, -1.57156, -1.62558], [3.13684, -2.35854, -1.03788], [3.15913, -0.54188, -2.94471], [2.96654, 0.70285, -1.70799], [4.38998, -0.40770, -1.68586], [3.94798, -0.59677, 1.23561], [5.15463, -1.46161, 0.90642], [3.94371, -0.42202, 2.31841], [4.06313, 0.39346, 0.78052], [6.05754, -0.84836, 1.03085], [5.23281, -2.31587, 1.58389], [5.14900, -1.85274, -0.11576], [-4.65926, 0.90615, 1.70108], [-1.35368, -2.02082, -0.53592], [-0.19300, -3.48822, -0.87576], [-0.55452, -4.82960, -1.52960], [0.37902, -3.63714, 0.06333], [0.56933, -2.98662, -1.48261], [0.35622, -5.22932, -1.99691], [-0.93241, -5.55039, -0.80064], [-1.30936, -4.70969, -2.30933], [-2.70157, -2.82071, 0.50594], [-3.84665, -3.52202, -0.26102], [-3.14263, -2.12933, 1.24078], [-2.18606, -3.54296, 1.16399], [-4.61435, -3.88339, 0.43482], [-4.34348, -2.86912, -0.98828], [-3.46979, -4.37282, -0.84099], [-2.19590, -1.10412, -1.89471], [-2.57601, -2.02746, -3.03565], [-1.58416, -0.29088, -2.58562], [-3.03800, -0.56795, -1.43219], [-3.02188, -1.34402, -3.75150], [-1.67972, -2.46888, -3.47178], [-3.25820, -2.81439, -2.74352], [-0.11060, 2.22828, 7.58565], [0.78480, 2.56097, 6.59782], [1.52518, 3.52668, 6.73831], [0.73033, 1.78251, 5.32339], [-0.31306, 0.89783, 5.04677], [-0.39626, 0.24883, 3.81626], [0.46570, 0.51058, 2.83140], [1.54601, 1.25170, 3.09575], [1.71017, 1.92121, 4.32099], [0.01107, 2.65360, 8.49164], [-0.61149, 1.35091, 7.59860], [-1.07227, 0.67683, 5.77638], [-1.19327, -0.47583, 3.62085], [2.31735, 1.30655, 2.31118], [2.61473, 2.51243, 4.45359]], "lowdin_spin": [0.00, 0.00, 0.00, 0.00, 0.00, 0.00, 0.00, 0.00, -0.02, 0.07, 0.02, 0.08, -0.01, 0.06, 3.82, -0.01, 0.00, 0.00, 0.00, 0.00, 0.00, 0.01, 0.00, 0.00, 0.00, 0.00, 0.00, 0.00, 0.00, 0.00, 0.00, 0.00, 0.00, 0.00, 0.00, 0.00, 0.00, 0.00, 0.00, 0.00, 0.00, 0.00, 0.00, 0.00, 0.00, 0.03, -0.13, -0.02, -0.01, 0.00, 0.00, 0.00, 0.00, 0.00, -0.02, -0.01, 0.00, 0.00, 0.00, 0.00, 0.00, 0.05, 0.01, 0.04, 0.01, 0.00, 0.00, 0.00, 0.00, 0.00, 0.00, 0.00, 0.00, 0.00, 0.00, 0.00, 0.00, 0.00, 0.00, 0.00, 0.00, 0.00, 0.00], "total_charge": 2, "e_above_lowest_ev": 3.8743, "orbital_gap_ev": [4.47, 5.51], "e_tot_ev": -156398.215, "lumo_ev": [-8.15, -7.19], "fmax_ha_per_bohr": 0.0947, "spin_multiplicity": 5, "e_homo_ev": [-12.62, -12.70]}

---

{"formula": "BF4H12O6", "method": "ωB97M-V with the def2-TZVPD basis set", "symbols": ["B", "F", "F", "F", "F", "O", "H", "H", "O", "H", "H", "O", "H", "H", "O", "H", "H", "O", "H", "H", "O", "H", "H"], "xyz": [[0.62004, -0.07661, -0.02832], [0.93267, 1.29537, -0.14416], [-0.68530, -0.17171, 0.54504], [0.72544, -0.81691, -1.21006], [1.48817, -0.65890, 0.89654], [1.50050, 1.77016, 2.78350], [1.38397, 1.44130, 1.87955], [2.05548, 1.10720, 3.20390], [-1.51534, -1.59917, -3.09764], [-1.64613, -0.92748, -2.41766], [-1.17826, -1.11444, -3.85721], [1.93891, 2.30104, -2.56685], [1.56251, 1.83897, -1.79336], [1.35915, 3.05564, -2.70115], [-1.36804, -0.48213, 3.18370], [-0.81263, -0.37902, 2.38445], [-2.05387, 0.18391, 3.08491], [-3.42444, 0.58992, -0.04534], [-3.29734, 1.38365, -0.57357], [-2.54560, 0.39980, 0.32020], [1.93820, -3.31202, -0.01964], [1.77183, -2.47221, -0.47664], [1.25006, -3.35637, 0.64981]], "nbo_charge": [1.34, -0.57, -0.59, -0.56, -0.57, -0.96, 0.49, 0.46, -0.94, 0.48, 0.46, -0.97, 0.50, 0.45, -0.97, 0.50, 0.46, -0.96, 0.46, 0.50, -0.96, 0.49, 0.47], "total_charge": -1, "e_above_lowest_ev": 0.0867, "orbital_gap_ev": 10.77, "e_tot_ev": -24035.870, "lumo_ev": 2.94, "fmax_ha_per_bohr": 0.0201, "e_homo_ev": -7.82}